Entry 1:
Formula: C4H8O2
Source: the Open Molecules 2025 dataset
Level of theory: the ωB97M-V functional and the def2-TZVPD basis

Computed properties:
- Maximum force: 0.47 eV Å⁻¹
- SMILES: C[C@@H](O)CC=O
- E_HOMO: -9.664 eV
- Kohn-Sham gap: 10.4 eV

The geometry in XYZ format:
```
14
Properties=species:S:1:pos:R:3:forces:R:3
C 1.05545 1.31343 0.50948 0.016 0.033 0.022
C 0.34736 0.25593 -0.32583 -0.234 0.206 0.074
O 1.19097 -0.86349 -0.55869 0.270 0.018 -0.182
C -0.88004 -0.29709 0.38011 -0.002 0.023 0.055
C -1.56285 -1.40748 -0.39182 -0.286 -0.082 0.176
O -2.56551 -1.95810 -0.00485 0.384 0.203 -0.180
H 1.94117 1.69878 -0.01023 -0.150 -0.055 0.069
H 0.39090 2.15752 0.72268 0.092 -0.102 -0.049
H 1.37879 0.87291 1.45868 -0.042 0.071 -0.122
H 0.03473 0.69555 -1.28905 0.068 -0.085 0.125
H 1.95200 -0.56366 -1.07086 -0.067 -0.129 0.093
H -1.61356 0.49569 0.56921 0.078 -0.121 -0.030
H -0.58826 -0.70109 1.35758 -0.035 0.013 -0.101
H -1.08115 -1.69890 -1.34640 -0.093 0.004 0.051
```
Forces are in eV/Å.

Entry 2:
Formula: C4H8O2
Source: the Open Molecules 2025 dataset
Level of theory: the ωB97M-V functional and the def2-TZVPD basis

Computed properties:
- Maximum force: 1.64 eV Å⁻¹
- E_HOMO (spin up / spin down): -7.819 / -6.738 eV
- Kohn-Sham gap (spin up / spin down): 8.4 / 6.5 eV

The geometry in XYZ format:
```
14
Properties=species:S:1:pos:R:3:forces:R:3
O -1.23088 0.24273 1.68747 -0.264 -0.028 -0.535
C -0.85920 -0.50005 0.54902 0.407 -0.490 1.362
C 0.61579 -0.40932 0.30900 0.011 0.233 -0.610
C 0.55178 -0.91164 -1.10702 0.587 -1.523 -0.120
O 0.07330 0.99473 -1.33092 -0.889 1.019 0.474
C 0.86252 1.05343 -0.11633 -0.032 0.072 -0.010
H -2.17014 0.44455 1.61464 0.049 -0.081 0.165
H -0.79604 0.61110 -0.92356 0.669 0.494 -0.723
H -1.22295 -1.54036 0.55561 -0.153 0.310 -0.194
H 1.35880 -0.83264 1.00593 -0.290 0.050 -0.075
H 1.39416 -0.79633 -1.79061 -0.202 -0.017 0.202
H -0.19500 -1.64629 -1.39859 0.141 0.112 0.106
H 1.89906 1.26253 -0.39351 -0.166 -0.076 0.029
H 0.47627 1.81177 0.56886 0.132 -0.076 -0.071
```
Forces are in eV/Å.